(1)
# C73H141NO17

A cluster of 18 separate species, C73H141NO17 in total at a distorted geometry (ωB97M-V/def2-TZVPD, OMol25).

```
! wB97M-V def2-TZVPD RIJCOSX def2/J DEFGRID3
* xyz 0 1
H 2.698 -4.515 0.223
H 1.642 -0.685 -7.613
C 0.565 3.484 6.616
C 3.411 0.363 -2.098
H 6.413 1.339 -4.574
H -2.078 -3.906 1.620
C -1.817 6.954 3.155
H 2.745 -7.263 -2.375
H -1.613 -2.737 -4.862
C -2.102 5.924 2.105
H 0.540 4.147 -0.260
H 1.622 -1.402 9.245
H 1.963 0.169 4.816
H -0.425 8.067 1.066
H 0.718 -0.614 10.422
H 0.174 0.400 -2.150
C 0.025 0.261 -1.090
H 0.780 -4.351 -7.475
H -1.483 2.940 6.854
C -0.897 1.313 -7.970
H -0.039 2.765 -6.670
H 1.621 4.484 4.858
H -2.300 -5.477 -4.909
H 1.240 -6.240 -0.513
C 4.920 3.402 0.283
H -3.838 -0.656 -4.426
C -5.305 -1.270 0.139
C -5.179 -1.898 -1.264
H -0.586 0.694 8.775
H -2.113 6.680 4.167
H -2.193 2.728 -0.252
C -3.300 -1.269 -5.149
H 2.960 0.229 -1.115
H -3.397 4.781 -0.547
H 0.055 8.068 3.467
H 0.290 6.341 3.411
O -3.767 -4.391 4.246
C -0.435 -2.096 9.261
C -4.218 -2.345 -5.729
H 3.341 -2.450 -1.748
H -3.000 4.516 -2.316
C 0.607 -1.049 9.429
H -1.229 4.713 6.856
H 3.642 1.428 -2.148
C -4.307 2.333 4.401
H 2.531 -1.185 2.380
C 3.680 -2.907 2.717
H 5.932 3.646 0.604
H 4.728 1.371 2.535
H 0.793 2.498 7.021
C -4.315 -3.397 -4.571
H 4.174 -1.446 7.660
H -4.483 0.625 2.211
H -2.998 -2.753 5.496
C 1.178 3.550 5.203
C -5.219 0.660 3.014
H 2.589 3.052 -3.579
C -3.888 0.951 4.988
C 1.192 0.307 -7.568
O 3.969 1.765 -6.645
H -1.555 -1.196 -1.420
H 4.688 -2.600 2.997
H -1.851 0.789 -7.903
H -4.079 -4.368 -5.008
O 4.589 2.065 0.611
H 5.057 2.616 -8.200
O -1.122 -1.736 8.045
C -2.368 -2.154 -4.333
O 0.056 0.406 -8.441
O -3.307 -2.991 -3.713
H 1.468 5.169 -3.847
C -0.153 7.114 1.521
H -1.898 -3.427 -8.198
H 1.520 5.519 -0.785
C -3.521 4.154 -1.430
H -2.420 7.856 3.052
H 1.325 1.128 -5.546
C -1.023 -0.579 -0.712
H 4.950 0.804 -8.218
C -2.032 -4.246 2.654
H -4.370 -0.860 0.520
C -1.322 -0.593 0.655
H 3.146 1.231 6.785
C 0.842 4.358 -3.476
H 4.364 0.271 -5.310
C 1.883 -6.632 -2.590
C -0.297 -4.944 -5.757
C 4.352 -1.316 6.593
H -2.102 -4.240 5.570
H 2.025 0.943 -7.871
H -4.085 0.945 -0.771
H -0.887 -2.853 3.873
H 3.125 -3.038 3.646
O 2.448 0.025 -3.135
C 2.429 -4.254 1.246
C 5.901 1.895 -5.359
H 1.073 2.292 -3.063
C -2.693 -3.614 4.902
H -5.056 2.106 -2.674
O -4.934 3.925 -1.669
C -1.921 -3.130 3.667
H 5.632 -0.028 5.442
H -6.201 2.343 -1.406
H -1.876 -1.586 -3.544
O -1.086 3.843 5.031
C 2.359 -1.368 -3.257
O -2.379 -4.731 -6.870
C 4.497 1.351 -5.379
C 0.798 -6.483 -1.479
H -5.684 -0.336 4.759
C -4.178 2.026 -0.660
C 3.625 -1.901 -2.646
H -4.563 2.206 0.344
H -6.151 -1.923 -1.756
H 5.526 0.447 7.168
C -5.159 2.522 -1.671
H 0.529 -5.655 -5.751
O 2.042 3.625 -1.696
O -5.348 1.977 3.475
H 5.200 -0.395 -3.093
H 0.876 4.275 7.299
C -0.397 -0.769 7.308
C 4.024 1.932 1.920
C 0.002 3.248 4.324
H -2.142 -1.209 0.996
H 3.642 -1.505 1.060
H -0.637 -5.584 -2.798
H 3.529 -0.277 4.226
C -5.764 -2.485 0.953
H 1.754 -5.044 1.574
H -1.203 -2.211 10.025
H 0.979 -2.820 1.882
H 2.596 -4.990 -3.728
O 1.064 -4.405 -2.326
H -5.967 -0.404 0.158
H 0.183 4.091 -4.302
H 0.058 3.644 3.310
H 1.513 1.730 -0.361
H 2.228 -1.698 -4.287
H 2.920 3.962 0.768
H -0.180 2.183 4.180
H 1.536 -2.516 0.225
C 0.625 0.669 -6.244
C -1.758 -5.510 -5.854
H 5.060 -0.786 -1.396
H -4.653 3.066 5.130
C -3.304 -4.982 3.061
H 1.508 -6.985 -3.551
N 0.349 1.049 1.158
C -0.634 0.258 1.519
H -6.849 -2.484 0.850
C 5.014 1.703 -7.606
H -1.237 1.862 -5.913
H -0.199 -4.460 -4.785
H -3.147 -6.060 3.110
O 3.067 -1.314 5.991
H 4.047 1.835 5.432
O -1.059 6.041 1.133
H 3.021 -4.923 -1.999
C 3.929 4.157 1.130
H 2.967 3.472 2.924
C 2.955 -0.142 5.143
C -0.314 7.152 3.006
H -1.757 -6.533 -6.231
H -5.206 -1.931 -5.926
H -1.165 -4.889 2.809
C 3.753 0.914 5.937
C 4.487 -0.671 -2.316
H 6.657 0.567 -6.858
H 0.916 6.954 1.385
H -3.875 -2.765 -6.674
C -0.921 3.765 6.416
H 4.830 3.525 -0.796
O 3.582 -4.143 2.073
C 6.275 1.584 -6.767
H -3.974 0.890 6.073
C 1.690 3.186 -2.977
C -4.723 -3.340 -0.978
C -2.940 2.820 -1.040
H -0.604 -4.797 -1.202
C -0.415 1.743 -6.619
H -2.881 -0.547 -5.850
H 5.015 -2.106 6.240
H -0.102 -2.954 -6.607
H 0.219 -7.401 -1.373
C 0.214 0.049 8.410
H 1.057 0.656 8.080
H 4.262 -2.546 -3.252
H 0.322 -1.286 6.672
C 0.002 -5.272 -1.973
H 0.044 -3.075 9.294
H -4.053 -4.890 2.275
H -3.083 6.013 1.637
H 4.749 3.613 3.131
H 4.220 5.204 1.219
H 5.789 2.945 -5.089
H 2.015 2.864 5.075
H -5.160 -3.968 -1.754
H 7.078 2.251 -7.083
C 0.121 4.763 -2.226
C 2.960 -1.977 1.766
C -0.105 -3.987 -6.953
H 0.132 -0.212 -5.834
C 1.848 -2.818 1.225
C 2.232 -5.157 -2.714
C -1.381 -4.270 -7.741
H -4.503 -1.340 -1.911
H -5.196 -3.439 -3.930
H -2.456 2.326 -1.882
H 3.018 1.514 1.897
C 4.979 0.052 6.312
H -2.883 0.632 4.711
H -3.437 2.695 3.852
H -0.969 2.161 -8.651
H -2.422 -2.236 3.296
H 3.959 1.733 -4.512
H -0.781 4.163 -2.111
C -4.773 -0.066 4.226
C 0.696 1.067 -0.117
O -5.151 -3.636 0.371
H -1.253 -5.026 -8.517
H -1.968 4.988 2.647
H 1.527 -1.751 -2.665
H -5.591 -2.563 2.027
C 1.105 4.561 -1.096
H -0.768 0.310 2.590
H -1.076 -0.182 6.689
H -6.125 0.300 2.527
C 3.940 3.351 2.448
H -0.117 5.827 -2.229
H -4.292 -0.991 3.909
H -3.635 -3.404 -0.960
*
```

Computed properties:
**Highest occupied orbital energy**: -9.23 eV

=====

(2)
# C73H152CuF3N8O17S2V

A structure of composition C73H152CuF3N8O17S2V at a distorted geometry (ωB97M-V/def2-TZVPD, OMol25).

```
! wB97M-V def2-TZVPD RIJCOSX def2/J DEFGRID3
* xyz 0 2
H -25.633 -0.632 -16.076
H -25.186 2.714 -10.579
H -24.271 -5.344 -4.027
H -18.405 3.322 -13.294
H -23.784 3.406 -11.373
H -13.624 -6.015 -1.998
C -24.333 -1.730 -14.707
C -24.049 -4.016 -6.308
S -24.386 2.147 -7.441
H -19.238 9.110 -14.572
O -24.709 3.208 -8.426
H -20.490 3.095 -15.221
H -24.051 1.531 -0.440
H -25.791 2.040 -0.394
H -19.455 2.853 -17.239
O -23.986 6.004 -10.940
C -25.727 4.511 -11.935
C -23.656 -5.871 -4.757
C -25.623 0.450 -3.128
H -18.875 -4.688 -2.674
N -18.025 0.567 -9.391
F -26.815 1.289 -8.146
C -20.503 7.188 -10.735
H -17.543 7.664 -14.274
H -25.898 3.692 -2.171
H -28.260 7.241 -10.764
C -16.876 -0.340 -11.521
H -19.844 -1.512 -9.985
H -21.391 -1.108 -13.213
H -25.947 3.300 -3.725
H -15.517 0.226 -7.150
C -15.488 1.828 -15.175
C -17.418 2.220 -17.718
H -22.937 0.228 -12.177
H -15.406 2.546 -8.432
C -25.757 0.712 -7.669
H -15.938 4.037 -13.628
H -15.246 -0.984 -9.092
H -18.539 8.372 -12.331
H -27.684 3.472 -12.362
H -18.242 -0.287 -16.199
H -25.155 -2.172 -16.659
H -13.768 -4.239 -1.920
H -15.558 -4.797 -0.585
C -25.774 7.897 -9.953
H -26.185 5.513 -13.674
C -18.740 2.051 -17.053
F -25.294 -0.269 -8.473
H -17.056 -0.404 -6.776
H -24.436 5.026 -13.616
C -25.465 4.747 -13.388
H -15.697 -2.219 -7.961
C -17.133 -6.559 -4.233
H -21.055 0.093 -2.062
H -20.524 5.014 -13.380
C -21.993 0.621 -1.893
O -17.821 2.564 -13.380
H -19.244 7.907 -15.858
H -15.783 2.179 -10.127
H -16.036 -1.018 -11.675
H -20.845 -3.420 -7.779
N -23.138 -2.548 -14.764
C -21.657 1.513 -4.232
O -21.866 1.097 -10.151
H -24.624 0.284 -13.826
C -17.824 -0.647 -10.290
H -17.227 1.826 -6.357
H -21.458 6.853 -10.330
O -24.455 2.690 -6.116
H -26.392 -1.642 -14.077
H -21.684 -7.257 -9.106
C -26.221 6.887 -11.092
H -19.176 -0.410 -14.783
O -22.012 4.822 -9.219
H -16.414 0.647 -11.526
H -24.232 -4.751 -8.927
H -15.107 -6.461 -4.442
O -15.582 -2.736 -2.962
H -17.472 -0.314 -12.433
H -26.551 0.088 -2.688
H -22.634 -1.139 -3.727
H -21.298 -4.657 -14.408
H -27.140 7.415 -13.136
H -20.401 8.272 -10.688
H -14.962 -2.328 -3.570
C -20.433 5.374 -12.355
H -22.815 8.945 -15.070
O -20.670 0.052 -8.084
H -18.662 1.509 -7.121
C -20.971 7.768 -14.537
C -22.691 1.015 -3.249
C -28.213 5.244 -11.499
H -19.662 6.650 -10.297
N -17.790 2.672 -14.840
H -26.007 0.688 -4.120
H -20.280 2.000 -13.951
H -24.898 2.491 -12.259
H -17.398 2.487 -18.775
O -22.516 7.437 -12.818
C -22.136 -1.708 -12.690
C -24.857 3.245 -11.473
C -22.450 -2.997 -13.548
H -25.455 7.677 -13.032
H -25.314 -2.472 -12.887
O -18.803 1.573 -9.989
C -27.215 4.044 -11.561
C -16.955 1.035 -8.477
C -27.606 6.377 -10.649
H -21.397 9.857 -14.351
H -18.031 -2.236 -8.695
H -24.001 -1.119 -11.777
O -23.174 3.317 -2.576
C -24.634 -0.752 -3.209
N -21.245 7.664 -13.089
H -24.733 8.217 -10.004
C -16.415 -0.168 -7.625
H -21.885 -7.440 -6.329
H -16.847 1.308 -17.543
N -22.389 -5.775 -6.880
H -24.275 -1.113 -2.246
H -27.235 3.497 -10.618
H -21.449 -3.181 -5.695
C -17.270 -1.812 -9.351
C -17.662 1.875 -7.355
H -18.218 -3.150 -2.372
H -17.550 -0.019 -14.682
H -20.630 -4.007 -9.349
C -16.189 -5.310 -1.310
H -27.680 6.125 -9.591
C -20.209 2.057 -15.037
C -16.435 3.010 -15.400
C -15.526 -5.160 -2.725
H -17.215 -7.339 -4.990
H -18.574 6.244 -14.575
H -15.594 3.374 -17.273
H -21.390 9.334 -16.007
H -18.577 -5.440 -5.064
H -15.957 -6.333 -1.012
H -21.402 -6.164 -10.223
H -24.923 -4.628 -6.526
H -21.348 5.086 -11.837
O -23.030 1.625 -7.698
H -16.714 5.128 -14.635
C -22.083 -5.197 -8.195
C -23.339 -0.313 -3.826
C -19.114 -1.303 -10.767
H -14.910 1.033 -9.250
C -22.078 -6.277 -9.375
O -22.671 4.460 -7.144
C -17.237 -3.971 -4.168
H -22.069 -3.794 -4.089
H -13.522 -4.862 -3.507
H -16.990 4.268 -17.227
N -25.355 5.664 -11.052
O -20.770 3.224 -8.015
N -15.915 -3.957 -3.546
F -26.009 0.188 -6.420
V -21.187 1.411 -8.764
C -25.046 1.721 -2.426
C -13.942 -5.121 -2.536
H -22.888 -2.492 -7.477
H -21.211 5.677 -15.095
H -20.993 -4.770 -5.009
H -17.349 -1.949 -4.634
H -24.564 -2.686 -7.984
C -20.762 -4.359 -8.326
H -23.810 -4.661 -13.172
C -23.317 -4.263 -8.590
H -23.643 6.372 -11.758
H -18.273 -2.934 -5.814
C -16.084 -1.356 -8.504
H -20.554 -3.928 -13.067
C -23.852 -0.475 -13.956
H -19.973 -4.954 -7.867
Cu -23.970 5.242 -8.753
C -20.285 6.844 -12.271
C -15.965 4.337 -14.675
H -20.914 1.387 -15.529
C -17.364 -2.870 -5.217
H -25.301 0.399 -0.768
H -21.209 2.453 -3.909
H -22.773 8.289 -12.457
C -21.732 9.056 -15.010
C -16.637 3.267 -16.976
H -26.367 8.812 -9.928
H -14.589 2.219 -14.698
H -14.998 4.629 -15.084
H -17.065 -5.180 -5.946
C -23.192 -3.978 -12.590
H -15.125 1.316 -16.066
C -24.764 -1.283 -16.164
S -21.397 4.549 -7.884
H -28.426 5.529 -12.530
H -23.070 -0.002 -14.549
O -23.282 -3.655 -15.687
C -18.512 7.208 -14.070
H -22.435 -3.760 -16.128
H -22.598 -4.720 -12.057
H -17.867 2.927 -7.550
H -20.525 -3.028 -14.600
C -18.463 -3.823 -3.194
C -21.793 -4.038 -5.115
H -23.028 -6.517 -9.852
C -17.507 -5.264 -4.953
C -21.124 -3.678 -13.962
H -22.627 6.606 -15.316
O -20.582 5.682 -7.538
H -19.518 -0.704 -11.584
H -22.550 -0.114 -1.312
H -29.134 4.952 -10.995
H -15.454 -7.219 -2.993
C -18.746 1.746 -15.555
N -23.708 2.115 -3.034
H -19.018 -2.290 -11.221
C -15.712 1.760 -9.123
C -18.777 7.336 -12.572
H -22.999 -3.784 -9.516
H -24.606 -3.515 -5.515
C -26.086 2.799 -2.767
H -20.733 0.957 -4.388
H -16.523 -2.940 -5.907
H -17.020 -2.647 -10.005
C -23.700 -3.212 -7.577
H -23.496 -0.220 -4.901
H -21.848 -1.951 -11.668
H -18.093 6.723 -11.984
C -15.795 -6.381 -3.600
H -26.523 8.749 -12.153
H -21.233 6.630 -16.446
H -23.068 3.082 -1.652
C -25.580 -2.356 -13.938
C -23.292 -0.746 -12.515
H -24.329 -6.463 -5.377
H -21.817 1.474 -1.236
C -22.929 -4.944 -5.757
H -27.155 2.605 -2.686
H -25.157 -1.560 -3.720
H -22.937 -6.504 -4.238
C -26.363 7.707 -12.429
C -25.033 1.446 -0.905
H -26.063 7.496 -8.981
H -25.849 -3.265 -14.477
H -19.677 4.741 -11.891
H -19.279 -3.362 -3.751
H -17.271 -5.177 -1.324
H -17.824 -6.727 -3.407
O -21.374 -6.633 -6.426
H -23.922 -0.845 -16.700
H -15.831 1.174 -14.374
H -22.113 1.686 -5.207
H -19.098 1.129 -17.512
C -21.542 6.669 -15.401
C -18.438 0.234 -15.262
H -23.835 -3.550 -11.821
H -25.692 3.914 -14.053
H -18.178 1.990 -10.586
C -19.461 8.068 -14.802
*
```

Computed properties:
**Highest occupied orbital energy (alpha / beta)**: -7.61 / -7.60 eV